DFT (ωB97M-V/def2-TZVPD) results for a 9-piece molecular cluster, CH20N2O8 overall at a distorted geometry.

Element x y z (Å)
H (2.34, 0.49, -0.65)
O (2.32, -2.49, -1.31)
H (0.10, 1.47, 2.29)
O (1.70, 0.50, -1.38)
H (-0.86, 3.77, -0.34)
H (2.44, -1.69, -1.84)
O (-1.25, 1.29, -2.05)
H (-1.65, 0.09, 3.57)
H (0.72, 3.38, 0.11)
H (-0.55, 1.59, -2.64)
C (-1.41, -2.42, 1.36)
O (-0.13, 3.15, -0.28)
H (1.19, 1.87, -3.75)
H (0.61, -2.75, 1.09)
O (-0.73, 0.30, 3.79)
H (0.89, 0.81, -0.94)
N (-0.15, -2.82, 1.76)
H (-1.08, -0.41, -1.47)
H (0.24, 2.50, 3.23)
H (-1.69, -2.87, 0.42)
H (0.28, -1.35, -1.27)
O (0.61, 1.16, -4.04)
H (-1.45, 1.94, -1.37)
H (0.15, -2.49, 2.67)
N (-2.11, -1.67, 2.10)
H (1.89, -3.08, -1.95)
O (-0.64, -1.17, -1.05)
O (0.58, 2.31, 2.35)
H (-0.24, -0.34, 3.28)
H (0.93, 0.44, -3.48)
H (-3.07, -1.52, 1.81)

* M: 188.177 g mol⁻¹
* net charge: -1
* HOMO level (alpha / beta): 0.48 / -6.94 eV
* E_tot: -761.4953 Ha
* ΔE to the lowest compared entry with this formula, charge and spin: 0.00 kJ/mol
* maximum force: 1.90 eV Å⁻¹
* <S²>: 0.751
* orbital gap (alpha / beta): 2.794 / 10.065 eV
* 2S+1: 2

Atomic partial charges in e from the natural (NBO) method, atoms 1 to 6:
1 H 0.402
2 O -1.049
3 H 0.474
4 O -1.294
5 H 0.460
6 H 0.459

=====

DFT (ωB97M-V/def2-TZVPD) results for C14H8F5LiN5O6S2 as an isolated structure.

Element x y z (Å)
F (5.27, 1.51, -4.61)
N (-1.15, 2.95, 1.07)
H (-2.13, 2.75, 1.23)
S (1.08, 4.40, -0.27)
O (-2.77, -4.09, 4.55)
C (-2.58, -1.95, 0.13)
H (-3.83, -4.17, 2.38)
O (0.08, 0.31, 1.12)
N (-0.81, 4.19, 1.61)
F (1.87, 0.27, -1.57)
C (2.87, -0.03, -2.45)
H (1.19, 6.61, 1.29)
F (2.44, -2.32, -2.00)
C (3.14, -1.37, -2.65)
C (-1.51, -1.69, 2.26)
C (-0.81, -0.19, 0.38)
O (-1.04, 0.18, -0.80)
N (-2.16, -3.11, 4.18)
F (4.43, -3.02, -3.74)
C (4.54, 0.60, -3.94)
C (-2.30, -2.71, 2.76)
F (5.82, -1.07, -5.02)
C (-1.65, -1.31, 0.94)
O (-1.41, -2.46, 4.87)
C (4.14, -1.73, -3.52)
H (-0.57, 2.20, 1.43)
O (-4.45, -3.28, -1.33)
H (-0.97, 4.33, 2.60)
N (0.53, 6.01, 1.76)
O (-5.00, -4.54, 0.32)
H (-0.22, 6.48, 2.25)
Li (0.58, 1.24, -0.72)
N (-4.34, -3.66, -0.19)
H (-0.77, -1.19, 2.89)
C (0.23, 4.87, 1.06)
C (-3.34, -2.97, 0.67)
S (3.10, 2.67, -2.77)
C (3.53, 1.03, -3.07)
C (4.84, -0.73, -4.16)
C (-3.22, -3.37, 1.98)
H (-2.69, -1.64, -0.90)

* M: 508.312 g mol⁻¹
* net charge: -1
* HOMO level: -4.03 eV
* E_tot: -2566.7400 Ha
* ΔE to the lowest compared entry with this formula, charge and spin: 48.22 kJ/mol
* maximum force: 0.64 eV Å⁻¹
* orbital gap: 4.980 eV

Atomic partial charges in e from the natural (NBO) method, atoms 1 to 6:
1 F -0.306
2 N -0.655
3 H 0.356
4 S -0.186
5 O -0.381
6 C -0.143

=====

DFT (ωB97M-V/def2-TZVPD) results for C26H44CrF6GeN3O2PS2SbSi3 as an isolated structure.

Element x y z (Å)
C (-0.95, -0.41, -5.00)
F (1.15, -0.38, 6.43)
H (-3.86, 4.82, 5.37)
C (2.89, 0.12, -2.64)
C (-5.23, 5.39, 3.82)
H (-2.40, 3.53, 3.86)
H (1.92, -3.28, -4.44)
C (2.33, -0.07, 1.15)
C (-3.19, -0.24, -3.07)
C (1.54, 4.94, 1.86)
C (-4.72, 4.55, 1.63)
H (-3.43, -3.22, -2.13)
F (1.78, 0.70, 4.03)
H (-4.97, 4.46, 0.57)
H (2.34, 0.79, -3.31)
H (-1.01, 2.06, -1.89)
H (4.19, 0.95, 1.66)
O (1.73, -3.48, 1.48)
F (-0.86, -1.72, 5.19)
H (-2.88, -3.65, -0.51)
H (-0.02, -4.29, -4.40)
C (-0.10, 3.27, 2.40)
N (1.67, 1.03, 0.77)
H (-3.51, -1.24, -3.38)
C (-1.02, -4.30, -3.97)
F (-0.69, 0.95, 4.95)
H (-3.18, -4.92, -1.71)
H (2.49, 5.43, 2.06)
H (4.34, -2.63, -2.11)
C (4.25, -1.13, 2.02)
H (3.29, -2.21, -4.72)
C (-2.80, -3.90, -1.56)
C (-5.54, 5.29, 2.47)
C (3.68, 0.01, 1.60)
P (-2.55, 2.98, 0.92)
H (3.04, -3.71, -1.57)
Si (2.13, -1.60, -2.61)
H (-5.87, 5.96, 4.48)
Cr (-0.39, -1.51, 0.85)
H (0.09, -0.22, -5.26)
C (1.11, 3.89, 2.65)
C (2.25, -2.24, -4.38)
C (-0.83, 1.72, -2.91)
H (-3.65, 0.48, -3.75)
N (3.60, -2.32, 1.99)
H (0.69, 0.98, 0.52)
F (1.65, -1.93, 4.28)
Si (-1.01, -3.81, -2.14)
C (4.19, -3.55, 2.50)
H (3.92, 0.07, -3.00)
O (-1.20, -2.79, 1.03)
H (-1.65, -3.63, -4.56)
Si (-1.32, -0.09, -3.17)
S (-1.62, 0.22, 0.23)
Sb (0.47, -0.50, 4.68)
H (1.64, -1.66, -5.08)
H (2.89, 0.59, -1.66)
H (1.03, -5.13, -1.61)
N (1.70, -1.24, 1.09)
F (-0.19, -0.61, 2.84)
H (-1.20, -1.43, -5.30)
H (-0.43, 2.44, 3.02)
H (1.72, 3.55, 3.48)
H (-1.56, 0.28, -5.60)
H (5.26, -1.16, 2.42)
C (-3.58, 3.92, 2.11)
C (0.75, 5.37, 0.80)
H (3.44, -2.28, -0.63)
C (-3.28, 4.02, 3.47)
H (-1.42, -5.32, -4.08)
H (3.57, -3.93, 3.31)
C (-4.10, 4.75, 4.32)
H (-0.44, -6.09, -1.36)
C (0.00, -5.10, -1.23)
C (3.35, -2.67, -1.64)
H (0.23, 1.87, -3.15)
H (2.05, 1.93, 0.98)
H (4.23, -4.29, 1.71)
H (0.06, -4.87, -0.16)
H (5.19, -3.33, 2.87)
S (-2.57, 1.13, 1.91)
C (-0.91, 3.69, 1.35)
H (-3.57, -0.06, -2.06)
C (2.30, -2.41, 1.51)
Ge (-0.12, -1.63, -1.73)
H (1.08, 6.18, 0.16)
H (-1.41, 2.35, -3.59)
C (-0.46, 4.74, 0.54)
H (-1.07, 5.06, -0.30)
H (-6.43, 5.78, 2.08)

* M: 970.377 g mol⁻¹
* net charge: -1
* HOMO level (alpha / beta): -5.20 / -5.20 eV
* E_tot: -7299.3648 Ha
* maximum force: 0.38 eV Å⁻¹
* orbital gap (alpha / beta): 7.562 / 7.562 eV

Atomic partial charges in e from the Löwdin method, atoms 1 to 6:
1 C -0.226
2 F -0.360
3 H 0.101
4 C -0.219
5 C -0.102
6 H 0.095

=====

DFT (ωB97M-V/def2-TZVPD) results for C6H26O7 as an isolated structure at a distorted geometry.

Element x y z (Å)
H (-1.84, -0.76, 1.49)
H (-0.01, 2.30, -2.51)
O (0.34, 0.37, 1.55)
H (-0.49, -1.70, 2.49)
O (1.56, -1.01, 0.69)
O (-1.35, 1.57, 2.72)
H (3.13, -0.25, -2.63)
O (-0.10, 0.38, -0.43)
H (3.11, 1.19, -3.57)
H (1.09, -1.34, -0.08)
O (0.77, 2.00, -2.99)
H (0.11, -2.11, -1.61)
H (-1.68, 2.33, 3.19)
H (-0.65, 0.09, 3.05)
H (-0.30, 1.08, -1.06)
H (-1.43, 1.81, 1.79)
H (2.50, 1.91, -0.94)
H (0.99, 1.43, -0.23)
H (2.09, -0.09, -4.05)
H (-1.25, -2.66, -1.00)
O (-1.26, -0.09, 3.77)
C (2.46, 0.42, -3.16)
H (2.18, 0.21, -0.54)
C (-0.48, -1.96, -0.71)
H (-1.59, -2.26, 1.61)
C (1.23, 0.86, -2.33)
H (-1.40, 0.76, 4.19)
H (-3.06, -0.80, 0.22)
H (-1.60, -0.19, -1.60)
H (0.01, -2.29, 0.21)
O (-0.69, -2.41, 1.89)
C (1.75, 1.12, -0.95)
H (0.57, 0.00, -2.31)
H (-2.25, 0.68, 0.59)
C (-2.09, -0.39, 0.50)
H (-0.56, 0.21, 1.82)
H (1.02, -0.30, 1.02)
C (-1.11, -0.54, -0.69)
H (0.29, 0.44, 0.59)

* M: 210.267 g mol⁻¹
* HOMO level: -8.93 eV
* E_tot: -770.3861 Ha
* ΔE to the lowest compared entry with this formula, charge and spin: 1355.09 kJ/mol
* maximum force: 12.14 eV Å⁻¹
* orbital gap: 8.593 eV

Atomic partial charges in e from the natural (NBO) method, atoms 1 to 6:
1 H 0.216
2 H 0.438
3 O -0.925
4 H 0.480
5 O -0.984
6 O -0.957

=====

DFT (ωB97M-V/def2-TZVPD) results for a 6-piece molecular cluster, C30H60O11 overall at a distorted geometry.

Element x y z (Å)
H (6.80, -5.15, -1.99)
H (-0.55, -1.37, -2.74)
H (0.20, -2.35, 1.67)
H (1.06, -1.47, 9.44)
H (-1.18, 0.04, 6.48)
H (-6.79, 2.24, 0.36)
H (0.28, 0.02, 11.24)
H (-0.23, -4.69, 2.52)
H (8.72, -1.59, -1.89)
H (0.32, 0.70, -5.83)
H (9.38, -1.25, -0.28)
C (2.90, -3.83, -1.42)
H (-2.12, 2.33, -2.13)
O (-2.31, 1.33, -4.41)
O (-0.06, -0.72, 7.96)
O (1.37, 2.89, -2.71)
H (2.20, -3.79, -3.47)
H (-0.51, -3.67, 4.48)
H (8.63, -4.95, 0.45)
C (0.49, 3.76, -4.68)
H (-7.53, 4.43, -2.96)
H (2.75, -4.41, -0.51)
C (0.18, 4.90, -5.58)
H (1.03, 5.17, -6.19)
C (-0.94, -4.18, 1.87)
H (-1.50, -2.20, 1.26)
H (6.95, -1.62, -0.12)
C (-7.21, 3.17, 0.75)
H (-7.10, 3.17, 1.84)
C (0.03, -3.27, -1.92)
O (2.15, 4.92, -3.40)
H (9.62, -2.84, -1.02)
C (0.57, 1.94, -3.34)
C (2.05, -4.38, -2.55)
H (0.44, -2.86, -0.99)
H (2.38, -5.40, -2.78)
H (-1.53, 0.73, 8.05)
C (1.12, -2.27, 4.19)
H (1.45, 0.20, 9.04)
C (-0.71, 0.40, 7.40)
H (-6.90, 5.30, 0.55)
C (-7.74, 4.43, -1.89)
H (-0.76, -2.09, 5.20)
H (-5.44, 4.34, 0.45)
H (1.65, -2.56, 5.10)
C (0.62, -0.51, 9.18)
C (-0.80, -2.67, 1.97)
H (-2.65, 3.98, -2.62)
H (-8.27, 3.18, 0.52)
C (-2.86, 2.54, -4.15)
C (-0.30, 1.60, -5.80)
H (8.39, -4.42, -2.00)
H (-7.99, 6.57, -1.75)
C (0.22, 1.56, 7.07)
H (-1.11, -0.75, 10.45)
H (0.66, 1.99, 7.97)
H (-1.53, 3.83, -6.67)
H (2.65, -2.79, -1.19)
H (1.05, -1.90, -3.25)
H (-0.02, 5.75, -4.94)
O (0.68, -4.49, -2.24)
C (7.51, -4.60, -1.38)
O (6.87, -3.38, -1.06)
H (-1.94, -4.49, 2.17)
H (-2.35, 1.73, -6.46)
H (-0.09, 2.11, -6.74)
H (-0.71, 0.94, 10.12)
C (-6.49, 4.37, 0.16)
O (-6.47, 4.39, -1.26)
C (-1.09, 4.80, -6.41)
H (-8.84, 5.68, -0.49)
H (1.26, -1.20, 4.04)
C (-2.82, 2.91, -2.70)
C (-8.56, 5.66, -1.54)
H (1.58, -2.79, 3.35)
O (0.10, 1.01, -2.75)
C (8.91, -2.01, -0.90)
H (7.79, -2.90, 0.73)
C (-0.29, -0.05, 10.31)
C (0.24, 2.45, -4.70)
C (1.38, 3.99, -3.51)
O (-3.37, 3.24, -4.98)
H (8.28, -6.40, -0.48)
O (-1.14, -2.14, 3.23)
H (7.00, -5.61, 0.46)
H (-8.31, 3.52, -1.68)
O (-1.62, 5.81, -6.81)
H (-3.81, 2.73, -2.31)
C (0.04, -2.24, -3.03)
H (-1.01, -3.54, -1.70)
H (-0.76, -4.51, 0.85)
H (-1.86, 0.15, -5.98)
C (-0.36, -2.59, 4.32)
H (-0.38, -2.66, -3.94)
C (-1.78, 1.19, -5.71)
H (1.03, 1.22, 6.42)
H (3.96, -3.86, -1.69)
C (7.88, -5.44, -0.17)
H (-0.33, 2.35, 6.56)
H (-9.48, 5.68, -2.13)
C (7.61, -2.47, -0.26)

* M: 596.799 g mol⁻¹
* HOMO level: -9.47 eV
* E_tot: -2006.6144 Ha
* maximum force: 2.07 eV Å⁻¹
* SMILES: CC(=O)OCCC1=C(CC=O)C(=O)OC1=O.CCOCC.CCOCC.CCOCC.CCOCC.CCOCC
* orbital gap: 8.521 eV

Atomic partial charges in e from the Löwdin method, atoms 1 to 6:
1 H 0.115
2 H 0.060
3 H 0.102
4 H 0.117
5 H 0.110
6 H 0.081

=====

DFT (ωB97M-V/def2-TZVPD) results for C24H26AsMgO3PS3 as an isolated structure at a distorted geometry.

Element x y z (Å)
H (8.14, 10.96, 11.18)
C (10.63, 10.14, 16.82)
C (10.62, 7.79, 7.82)
H (5.87, 9.51, 8.36)
C (11.73, 5.36, 8.46)
C (11.54, 11.35, 14.24)
H (12.04, 11.98, 14.96)
H (9.14, 13.17, 14.92)
H (12.15, 10.51, 13.96)
H (8.40, 6.81, 11.64)
H (9.78, 10.03, 17.49)
H (11.29, 11.92, 13.33)
C (10.76, 7.50, 9.18)
C (9.41, 12.53, 15.75)
C (11.61, 5.72, 7.13)
H (11.40, 12.79, 7.83)
H (10.24, 12.96, 16.28)
H (11.97, 5.02, 6.37)
S (13.62, 8.27, 14.02)
S (11.38, 6.83, 15.27)
H (13.81, 12.76, 8.40)
H (14.59, 10.95, 10.01)
O (9.80, 10.04, 11.98)
C (7.74, 9.23, 9.37)
O (10.54, 5.76, 11.67)
C (7.87, 7.43, 10.92)
H (10.15, 8.73, 7.52)
H (10.96, 7.24, 5.76)
C (12.91, 7.59, 15.42)
As (9.90, 10.71, 15.08)
C (9.08, 11.18, 11.72)
C (5.80, 7.86, 9.73)
H (6.07, 6.30, 11.21)
H (9.85, 11.16, 8.70)
H (11.10, 9.18, 16.72)
Mg (11.64, 7.28, 12.82)
C (6.42, 8.90, 9.09)
C (11.53, 5.94, 10.94)
H (8.15, 10.09, 8.87)
C (11.32, 6.24, 9.45)
C (10.90, 11.07, 8.97)
O (12.67, 6.21, 11.39)
P (10.32, 8.73, 10.74)
H (8.78, 11.64, 12.68)
C (11.06, 6.94, 6.80)
S (13.69, 7.68, 16.89)
C (12.67, 10.05, 10.16)
H (8.55, 12.44, 16.40)
H (9.63, 11.91, 11.13)
H (4.75, 7.61, 9.59)
C (13.57, 11.01, 9.68)
H (11.34, 10.89, 17.19)
C (8.51, 8.49, 10.28)
C (13.15, 11.98, 8.80)
H (13.01, 9.31, 10.86)
C (11.79, 12.01, 8.48)
C (6.53, 7.13, 10.69)
H (12.15, 4.41, 8.77)
C (11.32, 10.03, 9.82)

* M: 588.871 g mol⁻¹
* net charge: -2
* HOMO level: -1.40 eV
* E_tot: -5127.7805 Ha
* ΔE to the lowest compared entry with this formula, charge and spin: 0.00 kJ/mol
* maximum force: 1.90 eV Å⁻¹
* orbital gap: 5.905 eV

Atomic partial charges in e from the natural (NBO) method, atoms 1 to 6:
1 H 0.146
2 C -0.951
3 C -0.217
4 H 0.191
5 C -0.212
6 C -0.960

=====

DFT (ωB97M-V/def2-TZVPD) results for one molecule with the formula C19H28N4O5S.

Element x y z (Å)
H (4.24, 2.28, 1.05)
H (-0.69, -4.63, 0.97)
H (5.04, 5.18, 1.28)
H (-0.22, 0.66, 1.24)
H (-3.57, -9.78, -1.51)
H (-2.32, 0.29, -2.26)
C (-1.42, -4.66, -1.05)
O (1.21, -0.22, -0.39)
O (0.20, 0.04, -2.62)
H (-3.15, 1.06, -0.88)
N (-1.24, 0.37, -0.51)
H (5.87, 3.74, 1.92)
C (-1.74, 2.35, -1.90)
C (-1.08, -2.64, -2.30)
H (0.55, 2.36, -0.43)
H (3.14, 5.34, 3.61)
H (-1.16, -2.07, -3.21)
C (5.10, 4.49, 2.13)
H (1.75, 3.34, 4.02)
C (-0.80, -4.07, 0.05)
H (2.42, 1.59, 2.57)
H (-0.86, 2.21, -2.54)
H (-0.98, 4.20, -1.07)
C (-2.53, -6.74, -1.83)
H (-1.71, -6.41, -0.02)
C (2.80, 4.74, 2.76)
H (-2.03, -4.40, -3.09)
C (-3.47, -8.88, -2.10)
C (2.18, 2.20, 1.68)
H (2.56, 5.42, 1.93)
C (-0.01, 3.41, 1.39)
N (-1.88, -5.97, -0.92)
H (1.89, 1.52, 0.88)
N (3.86, 3.81, 2.40)
C (-0.34, 2.55, 0.17)
C (-0.48, -2.07, -1.20)
S (0.07, -0.37, -1.25)
C (-0.34, -2.77, -0.02)
C (-1.55, -3.94, -2.24)
H (-2.27, 3.46, -0.12)
H (-2.90, -9.07, -3.01)
C (-1.38, 3.25, -0.72)
H (-4.45, -8.49, -2.38)
N (1.13, 3.12, 2.05)
H (3.22, 3.59, 0.39)
H (0.15, -2.30, 0.81)
H (5.40, 5.05, 3.02)
C (-0.92, 1.21, 0.62)
O (-0.77, 4.28, 1.77)
H (-2.53, 2.81, -2.50)
C (-2.20, 0.98, -1.42)
O (-2.85, -6.44, -2.95)
O (-2.79, -7.95, -1.27)
H (-1.84, 1.37, 1.20)
C (1.54, 3.97, 3.15)
H (0.72, 4.65, 3.37)
C (3.43, 2.98, 1.29)

* M: 424.523 g mol⁻¹
* HOMO level: -8.66 eV
* E_tot: -1734.2549 Ha
* ΔE to the lowest compared entry with this formula, charge and spin: 102.90 kJ/mol
* maximum force: 0.94 eV Å⁻¹
* SMILES: COC(=O)Nc1ccc(S(=O)(=O)N2CCC[C@@H](C(=O)N3CCN(C)CC3)C2)cc1
* orbital gap: 9.162 eV

Atomic partial charges in e from the natural (NBO) method, atoms 1 to 6:
1 H 0.207
2 H 0.212
3 H 0.164
4 H 0.229
5 H 0.197
6 H 0.218

=====

DFT (ωB97M-V/def2-TZVPD) results for C19H14Cl4N7O3Pt as an isolated structure at a distorted geometry.

Element x y z (Å)
C (1.15, -2.32, -1.20)
O (1.59, -1.68, -2.13)
C (2.28, 4.17, -0.75)
Pt (0.43, 0.46, -0.32)
C (-2.36, -0.46, -1.23)
N (-0.57, 0.55, 1.86)
H (-6.25, -0.12, -0.18)
H (-6.29, 1.24, -1.30)
H (1.36, -5.48, -0.07)
C (-2.14, 1.75, -0.66)
O (0.66, 2.44, -0.80)
C (2.86, 1.89, -0.20)
H (2.48, -5.27, -2.02)
C (4.56, 3.64, -0.24)
C (3.61, 4.58, -0.58)
C (-3.73, -0.42, -1.03)
C (-3.50, 1.86, -0.43)
C (-0.16, 0.86, 2.92)
C (-5.81, 0.86, -0.40)
C (0.13, -3.97, 0.80)
C (0.39, 0.58, 5.18)
C (-0.23, -2.59, 0.69)
N (-1.15, -2.07, 1.52)
Cl (4.04, 6.25, -0.78)
N (1.52, -3.68, -1.08)
N (0.24, 1.23, 4.07)
C (2.49, -4.18, -2.04)
C (-4.33, 0.76, -0.61)
N (0.28, -1.81, -0.25)
Cl (5.36, 1.11, 0.38)
Cl (6.22, 4.12, -0.05)
H (-1.47, 2.59, -0.55)
H (-4.32, -1.31, -1.21)
N (-1.57, 0.60, -1.04)
H (-1.37, -2.60, 2.35)
N (0.51, 0.05, 6.21)
H (-1.88, -1.36, -1.57)
H (-6.04, 1.54, 0.42)
C (1.02, -4.45, -0.10)
C (1.90, 2.85, -0.59)
O (2.48, 0.65, 0.00)
H (-3.91, 2.81, -0.11)
H (2.23, -3.83, -3.03)
H (3.49, -3.82, -1.80)
Cl (1.05, 5.31, -1.19)
H (-0.29, -4.59, 1.57)
H (-1.12, -1.04, 1.61)
C (4.18, 2.31, -0.05)

* M: 725.257 g mol⁻¹
* net charge: -1
* HOMO level: -3.96 eV
* E_tot: -3301.6393 Ha
* ΔE to the lowest compared entry with this formula, charge and spin: 172.93 kJ/mol
* maximum force: 2.89 eV Å⁻¹
* orbital gap: 6.008 eV

Atomic partial charges in e from the natural (NBO) method, atoms 1 to 6:
1 C 0.771
2 O -0.587
3 C -0.117
4 Pt 1.073
5 C 0.071
6 N -0.754